# C24H36B3IN6O3S

A molecular structure, C24H36B3IN6O3S at a distorted geometry (the ωB97M-V functional and the def2-TZVPD basis, the OMol25 dataset).

Geometry as XYZ:
```
74
Properties=species:S:1:pos:R:3:forces:R:3
N -5.28019 0.14082 0.89244 0.197 0.022 -0.008
C -4.24036 -0.62522 0.20874 -0.029 -0.217 0.097
C -3.04024 -1.08539 1.07167 -0.028 0.204 -0.295
C -1.71956 -0.41512 0.67656 0.019 -0.152 0.122
C -0.95117 -1.22978 -0.38719 -0.162 0.155 0.118
B -0.13963 -0.32311 -1.34546 0.849 -0.339 0.001
O 0.51477 0.83799 -0.92269 -0.917 0.048 -0.040
B 0.13685 1.91119 -1.71684 0.937 0.288 0.317
S -0.37204 3.49906 -1.06810 -0.098 0.630 -0.243
O 0.04294 1.75189 -3.08956 -0.805 0.136 0.029
B -0.54199 0.54864 -3.39441 0.534 -0.087 -0.483
I -2.27610 0.41918 -4.61101 0.156 0.075 -0.225
O -0.10733 -0.56427 -2.72321 -0.832 -0.211 0.219
H -4.88353 0.98412 1.29044 -0.035 0.052 0.025
H -5.63598 -0.40462 1.66812 -0.092 0.034 0.032
H -3.87240 -0.02092 -0.62288 -0.042 0.014 -0.113
H -4.73072 -1.49764 -0.22163 -0.030 -0.013 -0.125
H -2.92603 -2.16455 0.96419 0.035 -0.092 0.239
H -3.26778 -0.86461 2.11367 -0.028 -0.084 0.100
H -1.08314 -0.29461 1.55140 0.093 0.100 0.010
H -1.93443 0.58833 0.30046 -0.001 0.116 0.077
H -0.33251 -1.96922 0.12472 0.051 -0.162 -0.072
H -1.66786 -1.77755 -1.00320 0.029 -0.170 -0.044
H -0.08464 3.36566 0.22749 0.124 -0.359 0.131
N -0.70233 -4.62796 -2.30129 0.036 0.064 0.019
C -1.19342 -5.89376 -2.11805 -0.002 0.066 -0.020
C -0.19090 -6.65197 -1.57881 0.038 -0.005 0.025
C 0.94629 -5.81051 -1.42736 0.005 -0.043 0.027
C 0.59907 -4.56772 -1.88096 -0.040 -0.022 0.000
H -1.20609 -3.84492 -2.67031 0.061 0.115 0.074
H -2.20770 -6.14416 -2.38007 -0.008 -0.009 0.013
H -0.26345 -7.69403 -1.31815 0.004 -0.010 0.001
H 1.90849 -6.08881 -1.03182 0.006 -0.010 0.000
H 1.16174 -3.65257 -1.94630 0.022 0.012 -0.035
N 2.64357 -0.81612 0.59930 0.030 -0.034 0.087
C 2.95296 -2.03527 1.13852 -0.031 -0.027 -0.072
C 3.77694 -1.82208 2.21058 0.008 0.027 0.018
C 3.96910 -0.41732 2.32267 0.005 -0.019 0.024
C 3.25402 0.17464 1.31608 -0.009 -0.021 0.004
H 2.05012 -0.65086 -0.19060 0.083 0.023 0.038
H 2.56400 -2.94701 0.71694 0.002 -0.015 -0.001
H 4.19411 -2.58593 2.84465 0.004 -0.007 0.004
H 4.56011 0.09842 3.06093 0.006 0.001 0.006
H 3.12269 1.20954 1.05646 -0.013 0.032 0.010
N 3.73632 5.56166 1.16989 0.033 0.060 0.004
C 4.78970 4.71841 1.40142 -0.023 0.029 0.008
C 4.55074 3.55500 0.71926 -0.018 -0.030 0.015
C 3.30371 3.70600 0.05056 0.021 -0.039 0.016
C 2.82820 4.95522 0.34746 -0.026 0.038 0.058
H 3.64309 6.48423 1.55516 0.020 0.007 -0.001
H 5.61205 5.01555 2.02915 0.018 0.005 -0.011
H 5.19657 2.69280 0.69932 -0.002 -0.006 -0.005
H 2.81381 2.98221 -0.57885 0.015 0.002 -0.034
H 1.92708 5.46007 0.04426 0.004 -0.001 -0.041
N -3.67735 -3.82614 -4.11672 -0.048 0.053 0.081
C -4.44369 -4.60666 -4.94040 0.033 0.037 0.000
C -5.60135 -3.92430 -5.19673 -0.016 0.040 -0.025
C -5.53048 -2.68423 -4.50135 -0.032 -0.059 0.004
C -4.33369 -2.65771 -3.83953 -0.025 -0.048 0.005
H -2.76938 -4.06602 -3.77119 -0.032 -0.135 -0.140
H -4.09848 -5.56914 -5.27568 0.000 -0.008 -0.007
H -6.40981 -4.27197 -5.81719 -0.009 -0.001 -0.003
H -6.27377 -1.90516 -4.48807 -0.018 -0.004 0.014
H -3.89539 -1.90947 -3.20305 -0.008 0.006 0.010
N 2.86231 4.84058 4.22086 -0.018 -0.071 -0.062
C 3.20760 4.56693 5.51347 0.005 0.009 -0.021
C 2.58995 5.48739 6.31855 -0.021 0.017 0.010
C 1.83811 6.34921 5.47494 0.003 0.001 0.025
C 2.02603 5.92172 4.18693 0.041 -0.002 -0.013
H 3.17505 4.32629 3.41437 0.003 0.004 -0.006
H 3.86017 3.74474 5.75106 0.006 -0.005 0.010
H 2.66661 5.53694 7.39148 0.000 0.004 0.008
H 1.22820 7.18314 5.77890 -0.004 0.006 0.005
H 1.63182 6.29085 3.25559 -0.033 -0.009 0.001
```
Positions in Å, forces in eV/Å.

## Properties
* F_max: 1.0 eV/Å
* E: -2261.083098 a.u.
* charge: 0

Mulliken atomic charge list, values in e, 6 entries: number 1, N, carries -0.676; number 2, C, carries -0.458; number 3, C, carries -0.797; number 4, C, carries -0.700; number 5, C, carries -0.176; number 6, B, carries -0.183

***

# C16H34Cl12O8P2

6 unconnected molecules or ions with the total composition C16H34Cl12O8P2 at a distorted geometry (the ωB97M-V functional and the def2-TZVPD basis, the OMol25 dataset).

Geometry as XYZ:
```
72
Properties=species:S:1:pos:R:3:forces:R:3
C -2.10662 5.97352 4.57114 -0.073 -0.164 1.178
C -1.62749 5.96961 3.13848 -0.087 0.869 0.526
O -0.61445 4.97289 3.02327 0.414 -1.461 -0.461
P -0.73680 3.74089 1.99429 0.058 -1.189 0.412
O -1.23389 4.13754 0.68090 0.322 0.412 -0.653
O -1.74591 2.66850 2.66170 1.211 1.577 -0.518
C -2.64430 1.96235 1.74834 -1.259 -0.547 1.387
C -4.06889 2.60690 1.56243 1.032 -0.069 0.014
O 0.73143 2.99338 2.04069 -3.086 1.352 1.420
C 1.86308 3.60428 1.49625 1.645 -1.991 -2.763
C 2.03485 2.96684 0.01781 0.393 1.937 1.005
H -2.73899 6.79529 4.90715 -0.164 0.300 -0.721
H -2.64704 5.07531 4.86991 0.042 -0.226 -0.367
H -1.26417 6.04095 5.25949 0.304 -0.137 -0.169
H -2.45307 5.89883 2.43030 0.189 -0.508 -0.177
H -1.11304 6.90794 2.93118 -0.092 0.107 -0.089
H -2.14055 1.66992 0.82702 -0.108 0.196 0.137
H -2.81204 1.10500 2.40019 0.023 -0.524 -0.699
H -4.33317 2.58034 0.50529 -0.050 0.229 0.072
H -4.83745 2.07512 2.12334 0.186 -0.323 -0.050
H -4.12070 3.62237 1.95515 0.302 0.180 -0.313
H 1.96708 4.68725 1.56316 -0.701 0.063 -0.190
H 2.72936 3.19255 2.01407 -0.112 0.077 0.454
H 2.96096 3.36881 -0.39310 0.360 -0.120 0.032
H 2.11068 1.88000 0.05128 -0.316 0.123 0.163
H 1.28691 3.32862 -0.68775 -0.417 -0.314 0.287
C 2.32743 -4.98022 -3.65054 -0.571 -0.268 1.001
C 2.12411 -4.76828 -2.13189 -0.633 -0.035 -0.834
O 2.84152 -3.58856 -1.77332 0.425 0.711 0.518
P 2.36753 -2.67570 -0.52477 1.937 -0.102 -1.536
O 1.35321 -3.36182 0.25350 -0.544 0.397 0.785
O 3.78738 -2.46710 0.23011 -0.129 1.781 -0.660
C 4.71027 -3.46704 0.62742 -1.284 -1.464 0.799
C 4.37490 -3.89306 2.06472 -1.012 -0.033 -0.461
O 2.02756 -1.23255 -1.15001 1.368 -1.054 1.052
C 2.65868 -0.65842 -2.31548 -0.235 -0.546 -1.178
C 1.67381 0.25137 -2.98285 -0.809 0.463 -0.234
H 1.62564 -4.27494 -4.09571 0.466 0.181 -0.486
H 3.36135 -4.87950 -3.98065 -0.083 0.326 0.084
H 1.99371 -5.97249 -3.95404 -0.076 -0.119 0.140
H 1.06754 -4.55779 -1.96615 -0.003 -0.280 0.008
H 2.37669 -5.60830 -1.48484 0.471 -0.013 -0.082
H 4.52738 -4.30366 -0.04691 0.337 -0.271 0.024
H 5.77188 -3.22299 0.58847 -0.239 0.874 -0.538
H 3.29071 -3.86277 2.17299 -0.183 -0.025 -0.191
H 4.60764 -4.94861 2.20525 0.601 0.179 0.422
H 4.71350 -3.19508 2.83041 0.569 -0.307 -0.044
H 3.61602 -0.15139 -2.19501 0.066 -0.175 0.994
H 2.82488 -1.45267 -3.04324 0.203 -0.314 0.230
H 1.95512 0.48654 -4.00934 0.331 -0.209 -0.089
H 0.72382 -0.28134 -3.02553 -0.079 0.205 -0.058
H 1.51287 1.22093 -2.51153 0.015 -0.161 0.368
C -5.23830 -2.59682 -3.48428 0.513 0.215 -0.236
Cl -6.82363 -2.05552 -4.01582 -0.541 -0.089 0.397
Cl -4.12098 -2.04836 -4.75048 0.427 -0.543 -0.077
Cl -5.22265 -4.35457 -3.15518 0.140 0.817 -0.271
H -4.88510 -2.04647 -2.61224 -0.420 -0.395 0.268
C -0.99377 -3.15152 3.42091 -0.837 -0.971 0.485
Cl 0.55916 -3.16552 4.30425 -0.512 -0.122 -0.215
Cl -1.11177 -4.46259 2.22913 0.349 0.254 -0.023
Cl -1.36980 -1.60680 2.79472 0.231 1.221 -0.870
H -1.86269 -3.32632 4.05536 0.791 -0.368 0.590
C -1.87775 2.72494 -2.76741 0.194 -0.884 -0.429
Cl -3.02562 1.56416 -3.50126 0.216 0.134 0.554
Cl -2.72678 4.16167 -2.25397 0.222 0.156 -0.139
Cl -0.58711 2.96308 -3.96894 0.024 0.637 -0.098
H -1.31996 2.28594 -1.94022 -0.669 -0.132 0.186
C -1.18788 -1.76796 -0.80306 0.876 -1.196 1.270
Cl -0.53516 -0.16218 -0.61305 0.496 3.586 0.115
Cl -0.63265 -2.73586 -2.17753 1.005 -0.913 -1.859
Cl -2.96729 -2.02607 -0.68403 -3.042 -0.109 0.662
H -0.73104 -2.17293 0.09993 -0.389 -0.892 -0.260
```
Positions in Å, forces in eV/Å.

## Properties
* multiplicity: 2
* F_max: 3.8 eV/Å
* E: -7437.092993 a.u.
* <S²>: 0.75
* charge: -1

Mulliken atomic charge list, values in e, 6 entries: number 1, C, carries -1.180; number 2, C, carries -0.146; number 3, O, carries -0.372; number 4, P, carries 0.873; number 5, O, carries -0.547; number 6, O, carries -0.337

***

# C3H7N3O2

C3H7N3O2 in the gas phase at a distorted geometry (the ωB97M-V functional and the def2-TZVPD basis, the OMol25 dataset).

Geometry as XYZ:
```
15
Properties=species:S:1:pos:R:3:forces:R:3
H -0.68983 2.10076 -0.41955 2.494 0.784 -0.874
N -1.58889 1.75198 -0.38140 -2.450 -0.856 1.820
C -1.62658 0.58678 0.07038 0.949 -3.434 -0.832
N -2.75739 -0.09370 0.64377 -1.913 3.625 -2.644
O -3.22210 -1.07770 -0.41662 4.132 -2.650 3.641
O -0.60599 -0.45107 -0.03676 -0.791 3.645 0.531
N 0.67759 0.26147 -0.04650 0.738 -6.481 -0.728
C 1.54248 -0.76646 -0.20725 0.716 5.651 0.052
C 2.94733 -0.00351 0.08302 2.053 -0.675 1.076
H -3.42234 0.77657 0.48036 0.680 -2.552 0.788
H -2.51291 -1.87110 0.00552 -3.406 2.945 -2.370
H 1.29156 -1.82926 -0.52397 0.380 1.582 0.805
H 3.21244 -0.33638 1.24070 -0.471 1.001 -2.979
H 2.69625 1.17893 0.09269 0.755 -3.064 -0.093
H 4.05836 -0.22731 -0.58438 -3.867 0.481 1.807
```
Positions in Å, forces in eV/Å.

## Properties
* ΔE to the lowest compared entry with this formula, charge and spin: 831.1 kJ/mol
* SMILES: [H]/N=C(/NO)O/N=C/C
* F_max: 6.6 eV/Å
* E: -433.006209 a.u.
* charge: 0

natural (NBO) atomic charge list, values in e, 6 entries: number 1, H, carries 0.372; number 2, N, carries -0.694; number 3, C, carries 0.665; number 4, N, carries -0.362; number 5, O, carries -0.565; number 6, O, carries -0.448

***

# C10H14BN7O3V

A molecular structure, C10H14BN7O3V at a distorted geometry (the ωB97M-V functional and the def2-TZVPD basis, the OMol25 dataset).

Geometry as XYZ:
```
36
Properties=species:S:1:pos:R:3:forces:R:3
H -1.90540 0.80621 2.89060 0.082 -0.138 -0.139
N -1.36682 0.26203 0.91827 -0.841 0.056 0.014
B -1.27305 -0.29093 -1.50415 -0.299 0.577 1.044
N -2.08263 0.07569 -0.23502 0.270 0.103 0.790
C -3.39500 0.27511 -0.00415 0.370 0.067 0.623
V 0.88258 -0.19003 0.90883 -7.376 4.751 5.101
H -4.10607 0.17183 -0.81117 -0.020 0.025 0.168
C -3.53898 0.59917 1.34597 0.120 -0.063 -0.441
H -4.45000 0.81354 1.86840 -0.172 0.053 0.025
C -2.24133 0.58687 1.88875 0.130 -0.392 -1.471
H -1.98164 -0.41647 -2.45749 0.127 -0.123 -0.108
C 2.84696 -0.37057 1.09773 2.390 -0.081 -1.638
H 2.42676 -0.29849 2.13051 0.307 -0.117 -0.438
H 3.56960 0.44095 0.99191 0.044 -0.150 -0.266
H 3.32831 -1.33630 0.95308 0.159 0.087 -0.135
N -0.48124 -1.58055 -1.15656 1.109 -0.707 1.191
N -0.25254 0.86835 -1.68508 1.016 0.621 0.477
N 0.38917 -1.62303 -0.03996 -1.397 -6.098 -4.315
N 0.66931 1.12478 -0.69216 0.203 0.700 -1.345
C -0.46198 -2.76669 -1.76948 0.364 0.258 0.548
C -0.07979 1.74747 -2.68438 0.471 -0.086 0.538
H -1.08166 -2.92854 -2.64166 0.157 -0.013 0.104
H -0.72478 1.71029 -3.55037 0.138 0.059 0.053
C 0.42138 -3.62082 -1.09866 -0.114 -0.016 -0.028
C 0.99392 2.57895 -2.35760 -0.169 -0.010 -0.128
C 0.94100 -2.89142 -0.03708 -1.339 1.455 -0.841
C 1.44564 2.15599 -1.10591 -1.339 -0.926 -0.447
H 0.64952 -4.63856 -1.36544 -0.023 0.011 0.036
H 1.39729 3.37176 -2.95828 -0.011 0.105 -0.046
H 1.65823 -3.16546 0.72061 -0.070 0.021 -0.020
H 2.25835 2.51520 -0.49085 -0.102 -0.031 -0.050
H 2.05053 -0.18477 0.05049 6.328 -0.222 -0.292
O 2.03835 2.15264 3.38612 -1.845 -0.122 -0.639
N 0.85593 2.01543 3.12047 0.143 0.908 2.338
O -0.12570 2.16365 3.82618 1.783 -0.168 -1.426
O 0.72579 -0.13327 2.54754 -0.595 -0.392 1.165
```
Positions in Å, forces in eV/Å.

## Properties
* ΔE to the lowest compared entry with this formula, charge and spin: 84.6 kJ/mol
* multiplicity: 4
* F_max: 10.1 eV/Å
* E: -1967.161152 a.u.
* <S²>: 3.77
* charge: 0

natural (NBO) atomic charge list, values in e, 6 entries: number 1, H, carries 0.245; number 2, N, carries -0.318; number 3, B, carries 0.540; number 4, N, carries -0.319; number 5, C, carries -0.014; number 6, V, carries 0.907